This record from the Open Molecules 2025 dataset describes a structure of composition C31H39N3OS7Zr. The level of theory is wB97M-V/def2-TZVPD.

Geometry as ORCA input:
```
! RIJCOSX wB97M-V def2-TZVPD def2/J DEFGRID3
* xyz 2 1
Zr 0.59 0.48 0.18
S 1.08 1.32 -2.25
C 0.54 2.95 -2.31
C 1.19 3.83 -3.19
C 0.97 5.19 -3.17
C 0.19 5.81 -2.13
C -0.50 4.95 -1.27
C -0.34 3.56 -1.40
S -1.19 2.47 -0.33
C -1.12 3.21 1.38
C -1.28 2.12 2.45
C -2.02 2.30 3.64
C -2.41 1.18 4.36
C -1.65 0.00 4.13
C -0.66 0.00 3.17
C 0.34 -1.13 3.22
S 1.95 -0.63 2.48
C 2.25 0.86 3.29
C 2.07 1.14 4.68
C 2.41 2.43 5.17
C 2.77 3.46 4.30
C 2.90 3.23 2.95
C 2.67 1.94 2.46
S 2.71 1.74 0.72
N -0.56 0.98 2.25
H 1.83 3.40 -3.93
H 1.43 5.81 -3.91
H 0.07 6.88 -2.10
H -1.10 5.36 -0.47
H -2.03 3.84 1.47
H -0.22 3.86 1.53
H -2.40 3.32 3.86
H -3.27 1.24 5.13
H -1.85 -0.95 4.65
H -0.04 -2.01 2.62
H 0.63 -1.44 4.22
H 1.57 0.42 5.35
H 2.43 2.59 6.24
H 3.04 4.41 4.63
H 3.17 4.02 2.26
C 4.06 -3.17 -0.44
C 3.45 -1.83 -0.67
S 1.65 -1.71 -0.79
C 1.25 -1.97 -2.57
C 1.88 -3.16 -3.17
S 1.35 -4.70 -2.46
C 2.67 -5.93 -2.81
C 3.61 -5.78 -1.62
S 2.83 -4.60 -0.44
H 4.42 -3.34 0.58
H 4.90 -3.33 -1.17
H 3.99 -1.35 -1.50
H 3.64 -1.16 0.20
H 1.57 -1.05 -3.08
H 0.16 -2.01 -2.65
H 2.95 -3.05 -3.35
H 1.48 -3.22 -4.23
H 3.13 -5.80 -3.80
H 2.10 -6.88 -2.79
H 4.64 -5.50 -1.90
H 3.57 -6.71 -1.06
C -2.88 -2.35 0.82
N -3.38 -1.49 -0.23
C -4.73 -1.82 -0.72
C -5.37 -0.54 -1.25
C -4.50 0.07 -2.33
N -3.07 -0.19 -2.08
C -2.17 0.38 -3.12
C -2.54 -0.77 -0.97
O -1.34 -0.48 -0.57
H -2.89 -3.39 0.49
H -3.57 -2.29 1.69
H -1.88 -2.02 1.11
H -5.30 -2.21 0.12
H -4.79 -2.62 -1.49
H -5.55 0.19 -0.47
H -6.37 -0.85 -1.65
H -4.59 1.16 -2.35
H -4.70 -0.23 -3.37
H -1.12 0.45 -2.76
H -2.54 1.40 -3.42
H -2.19 -0.28 -4.05
*
```

Output
- energy above the lowest of the compared OMol25 structures with the same formula, charge and spin (eV) = 1.658
- E_LUMO (eV) = -6.11
- gap between HOMO and LUMO (eV) = 4.65

This record from the Open Molecules 2025 dataset describes a structure of composition C31H40Cl2FeN6O2S2Si. The level of theory is wB97M-V/def2-TZVPD.

Geometry as ORCA input:
```
! RIJCOSX wB97M-V def2-TZVPD def2/J DEFGRID3
* xyz -2 5
Fe 0.18 2.99 1.24
C -5.32 2.96 3.90
Si -5.26 2.70 2.09
C -6.95 3.08 1.30
C -5.10 0.84 1.68
C -3.82 3.70 1.50
C -4.03 4.87 0.74
C -3.12 5.33 -0.24
C -1.94 4.68 -0.25
N -1.51 3.86 0.73
C -2.48 3.26 1.56
S -1.68 2.19 2.57
H -6.30 2.49 4.13
H -5.37 4.05 4.16
H -4.57 2.45 4.47
H -7.70 2.34 1.52
H -6.95 3.21 0.23
H -7.40 4.05 1.75
H -5.54 0.26 2.52
H -4.08 0.57 1.51
H -5.61 0.69 0.68
H -5.02 5.31 0.79
H -3.34 6.16 -0.91
H -1.20 4.86 -1.02
C 2.47 -1.99 4.82
O 2.58 -1.10 3.72
C 2.18 0.21 4.11
O 1.65 0.55 5.18
N 2.16 1.03 3.00
N 1.43 2.25 3.07
H 2.62 -3.06 4.47
H 1.41 -1.81 5.30
H 3.17 -1.79 5.64
H 2.53 0.73 2.07
H 1.06 2.32 4.07
H 1.96 3.09 2.88
C -0.90 0.85 -4.20
C -0.82 2.14 -3.57
C -0.45 2.24 -2.24
C -0.43 1.11 -1.35
C -0.12 1.25 -0.01
C -0.09 0.00 0.72
C -0.67 -1.18 0.21
C -1.37 -1.20 -1.05
C -1.03 -0.16 -1.94
C -1.09 -0.23 -3.36
H -0.82 0.76 -5.29
H -1.04 3.02 -4.13
H -0.31 3.22 -1.80
H 0.30 0.05 1.70
H -0.57 -2.07 0.78
H -2.09 -1.93 -1.35
H -1.35 -1.23 -3.82
Cl 1.42 5.89 -1.71
C 2.61 4.84 -1.13
C 3.61 4.58 -1.99
C 4.80 3.99 -1.54
C 5.05 3.80 -0.18
C 4.09 4.04 0.76
Cl 4.44 4.20 2.47
C 2.68 4.28 0.28
N 1.69 3.83 0.97
H 3.54 4.81 -3.08
H 5.65 3.63 -2.13
H 6.00 3.52 0.20
C 4.21 -4.57 -3.08
C 3.14 -5.50 -2.65
N 3.84 -6.79 -2.06
C 3.12 -7.45 -1.13
S 3.80 -7.95 0.37
N 1.79 -7.74 -1.36
C 1.22 -8.18 -2.67
C -0.34 -8.02 -2.75
H 3.76 -3.63 -3.23
H 4.63 -4.96 -4.02
H 5.00 -4.38 -2.37
H 2.61 -5.73 -3.53
H 2.36 -5.10 -1.93
H 4.75 -6.57 -1.65
H 1.32 -7.97 -0.43
H 1.42 -9.25 -2.81
H 1.63 -7.52 -3.52
H -0.68 -8.86 -2.21
H -0.74 -8.12 -3.81
H -0.72 -7.06 -2.37
*
```

Output
- <S²> = 6.067
- E_LUMO (alpha / beta) (eV) = 3.31 / 3.31
- gap between HOMO and LUMO (alpha / beta) (eV) = 3.33 / 3.67

This record from the Open Molecules 2025 dataset describes a structure of composition C31H40ClN6OPTi. The level of theory is wB97M-V/def2-TZVPD.

Geometry as ORCA input:
```
! RIJCOSX wB97M-V def2-TZVPD def2/J DEFGRID3
* xyz 2 1
Ti -0.10 0.50 0.14
Cl -5.29 -3.59 -2.93
C -4.18 -2.42 -2.33
C -4.55 -1.08 -2.29
C -3.68 -0.11 -1.81
C -2.43 -0.51 -1.36
O -1.59 0.46 -0.88
C -2.02 -1.85 -1.42
C -0.67 -2.27 -1.15
N 0.21 -1.56 -0.53
C 1.60 -1.91 -0.61
C 2.12 -3.17 -0.63
C 3.52 -3.35 -0.80
C 4.35 -2.28 -0.96
C 3.83 -0.96 -0.92
C 4.61 0.20 -1.07
C 4.04 1.44 -0.99
C 2.66 1.53 -0.72
N 1.89 0.47 -0.59
C 2.45 -0.79 -0.70
C -2.92 -2.80 -1.93
H -5.53 -0.79 -2.64
H -3.96 0.93 -1.79
H -0.37 -3.22 -1.59
H 1.48 -4.04 -0.52
H 3.92 -4.36 -0.80
H 5.41 -2.42 -1.11
H 5.68 0.10 -1.26
H 4.61 2.35 -1.11
H 2.18 2.49 -0.59
H -2.62 -3.84 -2.00
N 0.00 2.07 0.92
P -0.43 2.12 2.48
N -0.33 3.59 3.15
C 0.68 4.57 2.66
C 0.65 5.81 3.54
C -0.72 6.48 3.54
C -1.86 5.44 3.65
C -1.33 4.09 4.12
N -1.94 1.45 2.54
C -2.45 0.73 3.75
C -3.89 1.12 4.06
C -4.84 0.81 2.90
C -4.12 0.97 1.55
C -3.00 1.99 1.64
N 0.51 1.07 3.32
C 0.81 -0.19 2.68
C 0.86 -1.34 3.68
C 1.87 -1.01 4.77
C 1.56 0.33 5.41
C 1.48 1.43 4.37
H 0.46 4.83 1.62
H 1.67 4.11 2.69
H 1.41 6.50 3.17
H 0.96 5.54 4.55
H -0.85 7.07 2.64
H -0.77 7.18 4.37
H -2.34 5.29 2.68
H -2.63 5.78 4.34
H -2.13 3.36 4.20
H -0.87 4.17 5.11
H -1.80 0.94 4.59
H -2.39 -0.34 3.56
H -3.93 2.18 4.31
H -4.19 0.59 4.96
H -5.69 1.49 2.94
H -5.24 -0.20 2.99
H -4.82 1.27 0.77
H -3.69 0.02 1.23
H -3.37 2.94 2.05
H -2.56 2.20 0.67
H 1.75 -0.14 2.10
H -0.02 -0.48 1.98
H 1.13 -2.27 3.16
H -0.13 -1.48 4.11
H 2.88 -0.99 4.34
H 1.88 -1.81 5.52
H 2.32 0.59 6.15
H 0.61 0.28 5.95
H 2.47 1.59 3.91
H 1.18 2.38 4.80
*
```

Output
- E_LUMO (eV) = -6.83
- gap between HOMO and LUMO (eV) = 7.05

This record from the Open Molecules 2025 dataset describes a structure of composition C31H40F4N6OSSiTi. The level of theory is wB97M-V/def2-TZVPD.

Geometry as ORCA input:
```
! RIJCOSX wB97M-V def2-TZVPD def2/J DEFGRID3
* xyz 0 3
Ti 0.43 0.57 0.49
C 3.20 0.06 2.83
C 2.27 -1.11 2.55
N 0.86 -0.70 2.41
C 0.37 -0.01 3.62
C 0.49 -0.77 4.94
C 0.05 -1.89 2.10
C -1.39 -1.56 1.74
N -1.45 -0.41 0.84
C -2.68 -0.06 0.38
C -2.94 1.30 0.07
F -1.96 2.20 0.26
C -4.15 1.75 -0.40
F -4.29 3.06 -0.66
C -5.22 0.90 -0.61
C -5.00 -0.43 -0.32
F -5.99 -1.32 -0.52
C -3.79 -0.90 0.14
F -3.67 -2.24 0.29
H 2.98 0.90 2.16
H 4.24 -0.25 2.69
H 3.10 0.42 3.86
H 2.37 -1.87 3.33
H 2.55 -1.58 1.61
H -0.68 0.24 3.44
H 0.90 0.94 3.69
H -0.04 -1.72 4.92
H 0.05 -0.16 5.73
H 1.53 -0.96 5.21
H 0.06 -2.62 2.92
H 0.52 -2.37 1.24
H -1.97 -1.35 2.66
H -1.82 -2.47 1.33
H -6.17 1.25 -0.97
C -0.89 2.97 3.16
Si 0.62 3.61 2.22
C 2.02 3.78 3.47
C 0.15 5.34 1.65
N 1.00 2.58 0.89
C 1.49 3.17 -0.27
C 2.44 4.21 -0.29
C 2.79 4.88 -1.45
C 2.21 4.53 -2.66
C 1.32 3.46 -2.70
C 1.03 2.77 -1.54
O 0.15 1.68 -1.54
C 0.08 0.82 -2.62
C 1.16 0.53 -3.44
C 1.02 -0.43 -4.43
C -0.18 -1.09 -4.62
C -1.25 -0.79 -3.79
C -1.13 0.17 -2.80
H -1.62 3.78 3.23
H -0.65 2.65 4.18
H -1.38 2.14 2.65
H 1.70 4.41 4.31
H 2.91 4.25 3.03
H 2.34 2.82 3.88
H -0.24 5.91 2.50
H -0.64 5.28 0.90
H 0.98 5.90 1.22
H 2.87 4.51 0.65
H 3.50 5.69 -1.40
H 2.45 5.07 -3.57
H 0.86 3.17 -3.64
H 2.11 1.04 -3.30
H 1.87 -0.64 -5.07
H -0.28 -1.83 -5.40
H -2.20 -1.30 -3.92
H -1.96 0.40 -2.15
C 4.77 1.81 -2.06
C 4.57 0.98 -0.79
C 3.52 -0.06 -0.93
N 2.34 0.03 -0.41
N 1.51 -1.02 -0.69
C 2.06 -1.90 -1.47
N 1.43 -3.04 -1.87
S 3.70 -1.52 -1.88
H 5.56 2.54 -1.92
H 3.85 2.36 -2.30
H 5.04 1.18 -2.91
H 4.26 1.63 0.03
H 5.51 0.51 -0.49
H 0.43 -3.03 -1.71
H 1.70 -3.42 -2.76
*
```

Output
- <S²> = 2.006
- energy above the lowest of the compared OMol25 structures with the same formula, charge and spin (eV) = 0.000
- E_LUMO (alpha / beta) (eV) = 0.03 / 0.02
- gap between HOMO and LUMO (alpha / beta) (eV) = 5.77 / 7.16

This record from the Open Molecules 2025 dataset describes a structure of composition C31H40O9Se2SiSn. The level of theory is wB97M-V/def2-TZVPD.

Geometry as ORCA input:
```
! RIJCOSX wB97M-V def2-TZVPD def2/J DEFGRID3
* xyz 0 1
Sn 0.58 -1.87 1.46
C 3.15 -2.39 -1.99
O 2.96 -1.32 -1.09
C 4.09 -0.53 -0.90
C 3.84 0.32 0.32
O 2.63 1.17 0.29
C 2.31 1.49 1.71
C 0.99 2.18 1.91
O 0.07 1.48 1.12
C -1.28 1.84 1.35
H 3.90 -3.09 -1.61
H 3.47 -2.03 -2.98
H 2.19 -2.90 -2.08
H 4.34 0.06 -1.79
H 4.97 -1.13 -0.64
H 4.68 1.00 0.51
H 3.69 -0.35 1.16
H 3.14 2.08 2.08
H 2.27 0.52 2.21
H 1.02 3.24 1.63
H 0.75 2.09 2.98
H -1.56 1.55 2.37
H -1.88 1.28 0.64
H -1.42 2.92 1.20
O -0.12 -5.21 5.28
C -0.24 -3.79 5.21
C -1.54 -3.34 4.56
C -2.73 -3.91 5.37
O -2.76 -3.48 6.72
C -1.73 -3.90 3.13
Se -0.13 -4.30 2.06
C -1.65 -1.82 4.59
Se -0.22 -0.77 3.72
H 0.17 -5.50 4.40
H 0.61 -3.35 4.68
H -0.20 -3.42 6.24
H -2.69 -5.00 5.31
H -3.66 -3.57 4.91
H -2.13 -4.01 7.21
H -2.35 -3.22 2.55
H -2.26 -4.86 3.18
H -1.65 -1.48 5.63
H -2.59 -1.51 4.14
O -1.29 -1.45 0.43
C -1.15 -1.59 -0.85
O -0.14 -2.06 -1.39
C -2.28 -1.05 -1.68
C -2.13 -0.98 -3.06
C -3.13 -0.46 -3.88
C -4.27 -0.02 -3.25
O -5.39 0.52 -3.82
C -6.30 0.76 -2.75
O -5.66 0.40 -1.53
C -4.43 -0.10 -1.88
C -3.46 -0.61 -1.06
H -1.20 -1.35 -3.48
H -3.02 -0.40 -4.95
H -7.19 0.14 -2.89
H -6.56 1.82 -2.72
H -3.58 -0.69 0.01
C 0.23 5.90 -1.03
C -0.70 4.91 -1.32
C -0.32 3.57 -1.31
C 0.99 3.21 -1.00
C 1.92 4.21 -0.72
C 1.54 5.55 -0.73
Si 1.45 1.41 -1.12
C 2.36 1.21 -2.72
C 1.91 0.17 -3.55
C 2.41 0.04 -4.84
C 3.36 0.93 -5.31
C 3.81 1.97 -4.50
C 3.29 2.12 -3.23
H -0.06 6.94 -1.04
H -1.72 5.18 -1.56
H -1.06 2.81 -1.52
H 2.95 3.96 -0.48
H 2.27 6.32 -0.50
H 0.38 0.44 -1.09
H 1.18 -0.53 -3.17
H 2.05 -0.76 -5.47
H 3.75 0.82 -6.31
H 4.54 2.67 -4.88
H 3.62 2.95 -2.62
*
```

Output
- E_LUMO (eV) = -0.10
- gap between HOMO and LUMO (eV) = 6.81

Calculated total energy in hartree, matching the order above: -4278.10659 -4954.11514 -3259.72559 -3545.74821 -7189.07211